1.
Here is the molecule C4H5NO from OMol25. Energies are from ωB97M-V/def2-TZVPD.

Calculated values
**SMILES**: C=C/C=N\C=O
**HOMO-LUMO gap**: 9.707 eV
**LUMO energy**: -0.0069 Eh
**Total energy**: -7765.0579 eV
**Highest occupied orbital energy**: -9.89 eV

```
11
C4H5NO (ωB97M-V/def2-TZVPD)
C -1.3717 0.4773 -0.5462
C -1.0711 -0.6433 0.1113
O 1.8823 0.6655 -1.3004
C 1.6918 0.6842 -0.1058
N 1.3435 -0.4076 0.6712
C 0.2176 -0.9897 0.7476
H -0.6557 1.2728 -0.7147
H -2.3629 0.6302 -0.9640
H -1.8415 -1.3993 0.2314
H 1.9077 1.5742 0.5136
H 0.1875 -1.8815 1.3807
```

=====

2.
Here is the ion C6H10 with charge +1 at a distorted geometry from OMol25. Energies are from ωB97M-V/def2-TZVPD.

Calculated values
**Spin multiplicity**: 2
**Total charge**: +1
**HOMO-LUMO gap (alpha / beta)**: 9.659 / 8.230 eV
**LUMO energy (alpha / beta)**: -0.1910 / -0.2928 Eh
**Total energy**: -6374.2317 eV
**Expectation value of S²**: 0.774
**Highest occupied orbital energy (alpha / beta)**: -14.86 / -16.20 eV

```
16
C6H10 (ωB97M-V/def2-TZVPD)
C -2.5084 0.2456 0.0774
C -1.3882 -0.5428 -0.6049
C 2.5696 0.9892 0.5413
C 2.3437 -0.2931 0.2265
C 1.0404 -0.8596 -0.0866
C -0.0742 -0.0711 -0.1452
H -2.1688 0.7176 1.0040
H -3.3062 -0.3645 0.5048
H -2.9521 1.0346 -0.5300
H -1.3956 -0.3770 -1.7010
H -1.5607 -1.6169 -0.5763
H 3.5991 1.3344 0.5485
H 1.8721 1.7834 0.7768
H 3.1162 -1.0068 -0.0299
H 0.8764 -1.9228 -0.2352
H -0.0634 0.9497 0.2299
```

=====

3.
Here is a cluster of 2 separate species, C6H8N5O in total at a distorted geometry from OMol25. Energies are from ωB97M-V/def2-TZVPD.

Calculated values
**Total charge**: +1
**HOMO-LUMO gap**: 7.229 eV
**LUMO energy**: -0.1625 Eh
**Total energy**: -15839.2136 eV
**Highest occupied orbital energy**: -11.65 eV

```
20
C6H8N5O (ωB97M-V/def2-TZVPD)
C -0.6052 -1.8732 2.2643
C 0.6358 -2.2183 1.6738
C -1.6100 -0.3940 0.6567
C 0.7373 -1.0150 -0.4229
C -1.8498 0.4686 -0.4215
C 0.4147 -0.1765 -1.4327
N -1.3646 -1.0611 1.6056
N 0.9427 -1.7026 0.5380
N -0.8100 0.4326 -1.3782
N 1.1914 0.0417 -2.5150
N 0.6147 2.2321 0.5259
O -2.8126 1.1691 -0.6046
H -0.9127 -2.2557 3.2188
H 1.3173 -2.8898 2.1644
H -1.0151 1.0753 -2.1401
H 2.1242 -0.3268 -2.5636
H 0.9202 0.7279 -3.1995
H 1.4111 2.6816 0.0791
H 0.8345 2.2055 1.5174
H -0.1639 2.8787 0.4342
```

=====

4.
Here is a structure of composition C20H32FN5O3S at a distorted geometry from OMol25. Energies are from ωB97M-V/def2-TZVPD.

Calculated values
**HOMO-LUMO gap**: 7.425 eV
**LUMO energy**: -0.0084 Eh
**Total energy**: -48402.9940 eV
**Highest occupied orbital energy**: -7.65 eV

```
62
C20H32FN5O3S (ωB97M-V/def2-TZVPD)
C -0.7402 -5.0365 4.4754
C -1.0996 -3.7325 4.3902
C -0.1619 -2.5925 4.3328
C -0.5649 -1.3018 4.5697
C -2.0104 -0.9208 4.8953
C -3.0327 -1.3765 3.8073
C -4.3810 -1.8295 4.4025
F -4.2237 -2.5975 5.5627
C 0.3677 -0.1875 4.5260
C 1.6728 -0.3295 4.2273
C 2.1624 -1.6331 3.9337
N 3.3979 -1.9815 3.5948
S 3.3781 -3.5895 3.4054
N 1.8302 -3.9163 3.7476
C 1.2412 -2.7480 4.0041
H -1.3305 -5.6593 5.1579
H 0.0402 -5.4962 3.8750
H -2.1748 -3.5546 4.3819
H -2.2981 -1.2359 5.9079
H -2.0768 0.1795 4.8939
H -3.2780 -0.5272 3.1450
H -2.6174 -2.1492 3.1465
H -4.9078 -2.4767 3.6854
H -4.9579 -0.9156 4.6066
H -0.0185 0.8090 4.7431
H 2.3077 0.5546 4.1839
C -3.3774 2.0099 1.9219
O -3.8803 1.2588 2.7458
N -3.5317 1.9076 0.5946
C -2.9041 2.8346 -0.3336
C -4.3536 0.8328 0.0675
H -2.7365 2.8552 2.2190
H -3.6797 3.3378 -0.9180
H -2.2460 2.2846 -0.9995
H -2.3216 3.5805 0.2025
H -5.3666 0.9193 0.4643
H -3.9423 -0.1284 0.3795
H -4.3814 0.8820 -1.0185
C 0.4845 2.2952 -2.4386
O -0.1757 2.1389 -1.4250
N 0.1347 1.8557 -3.6613
C 0.9708 2.0757 -4.8273
C -1.1189 1.1388 -3.8152
H 1.4505 2.8248 -2.4300
H 0.4134 2.6505 -5.5699
H 1.2535 1.1115 -5.2553
H 1.8730 2.6221 -4.5589
H -1.9460 1.7762 -3.4975
H -1.1097 0.2471 -3.1858
H -1.2601 0.8505 -4.8540
C 5.3000 2.0690 -5.1014
O 4.3518 2.8310 -5.1423
N 5.4354 0.9621 -5.8576
C 6.5947 0.0964 -5.7578
C 4.3849 0.6273 -6.8031
H 6.1505 2.2324 -4.4190
H 7.0998 0.0500 -6.7247
H 6.2766 -0.9079 -5.4705
H 7.2910 0.4744 -5.0119
H 4.2616 1.4438 -7.5160
H 3.4435 0.4913 -6.2690
H 4.6373 -0.2868 -7.3353
```